1.
One molecule with the formula C3H5N3O3S in a non-equilibrium geometry. Source: the OMol25 dataset; level of theory: wB97M-V/def2-TZVPD.

Geometry as ORCA input:
```
! RIJCOSX wB97M-V def2-TZVPD def2/J DEFGRID3
* xyz 0 1
H -0.50179 -0.29799 -3.62760
N -0.22528 0.40429 -2.94319
C -0.72217 0.19904 -1.75694
N -0.39176 0.92218 -0.61153
C -1.07512 0.35874 0.35028
S -0.97853 1.05825 2.04595
C 0.75954 0.98107 2.53143
O -1.40065 2.48128 2.06200
O -1.81048 0.29257 2.98942
N -1.82267 -0.73375 -0.11714
O -1.63982 -0.73732 -1.51191
H 1.41647 1.47792 1.81124
H 0.90027 1.47795 3.47548
H 1.05440 -0.06056 2.62116
H -2.73444 -0.92346 0.24972
*
```

Calculated values
LUMO energy ... -0.6 eV
SMILES ... [H]/N=c1/nc(S(C)(=O)=O)[nH]o1
Energy above the lowest of the compared OMol25 structures with the same formula, charge and spin ... 66.9 kcal/mol
HOMO-LUMO gap ... 8.98 eV

---

2.
C28H52OP2Pb as an isolated structure in a non-equilibrium geometry. Source: the OMol25 dataset; level of theory: wB97M-V/def2-TZVPD.

Geometry as ORCA input:
```
! RIJCOSX wB97M-V def2-TZVPD def2/J DEFGRID3
* xyz 2 1
Pb 0.88046 0.95414 1.12684
C -1.17731 3.59048 2.04935
C -2.00788 2.57022 2.60047
C -0.11290 2.72177 3.90036
C -0.01224 3.69443 2.86673
C -1.34595 2.03218 3.74002
C -1.44973 4.40253 0.84389
H -2.30845 4.01603 0.28392
H -0.58571 4.42320 0.15900
H -1.67160 5.44574 1.12425
C 1.11359 4.63863 2.68406
H 1.02689 5.17356 1.72843
H 2.09327 4.12395 2.69357
H 1.12885 5.39014 3.49415
C 0.91057 2.48275 4.94507
H 0.93577 3.31981 5.66327
H 1.92492 2.39071 4.51960
H 0.69827 1.56150 5.50300
C -1.84068 0.94461 4.61457
H -2.20941 1.34934 5.57298
H -1.04363 0.22240 4.84800
H -2.66397 0.39666 4.14281
C -3.33410 2.15705 2.09432
H -4.14387 2.62507 2.68436
H -3.46757 1.06603 2.16119
H -3.47404 2.45150 1.04597
C -0.65119 -1.84256 -4.77335
C -1.81393 -1.17641 -4.87491
C -3.17345 -1.78288 -5.04642
C -3.39767 -3.17772 -4.40859
C -2.85120 -3.35704 -3.02505
C -1.66199 -3.89562 -2.70948
C -0.51505 -4.15946 -3.63719
C -0.47540 -3.32095 -4.93873
H -3.42283 -1.86560 -6.11997
H -3.02408 -3.95418 -5.08829
H -3.91534 -1.08301 -4.62819
H -1.19860 -3.73024 -5.65426
H 0.28997 -1.28704 -4.68817
H -1.80275 -0.08031 -4.94464
H 0.52668 -3.47201 -5.37517
H 0.42264 -3.99614 -3.07746
H -1.49808 -4.25202 -1.68165
H -0.49722 -5.22614 -3.92319
H -4.49034 -3.31608 -4.33524
H -3.55953 -3.10043 -2.22680
P -0.19227 0.20967 -1.26925
P -0.00602 -1.78873 1.49091
C 0.00512 -1.63450 -1.37338
C 0.53276 -2.42851 -0.16053
H 0.67029 -1.80931 -2.23681
H -0.98830 -2.01310 -1.67021
H 0.16883 -3.46696 -0.22918
H 1.63440 -2.45897 -0.17530
C 0.95964 -2.77813 2.68377
H 0.54911 -2.60513 3.69190
H 2.01569 -2.46784 2.67854
H 0.88810 -3.84716 2.44295
C -1.67695 -2.51629 1.64999
H -1.64818 -3.59492 1.45031
H -2.37194 -2.03208 0.95282
H -2.02311 -2.34209 2.67740
C 0.94341 0.82113 -2.54906
H 0.90511 1.92247 -2.57809
H 0.65467 0.42494 -3.53302
H 1.97791 0.52320 -2.31266
C -1.85351 0.51086 -1.96053
H -2.63095 0.19180 -1.25405
H -1.97206 -0.04786 -2.89425
H -1.97492 1.58378 -2.16621
C 4.89097 0.79717 -0.32585
C 4.19585 1.22364 0.97233
C 4.16483 0.05738 1.96752
C 4.97691 2.39546 1.57227
O 2.89855 1.67206 0.64572
H 5.92543 0.47833 -0.13711
H 4.90268 1.63101 -1.04031
H 4.35020 -0.03360 -0.79187
H 5.17396 -0.29878 2.21982
H 3.68018 0.36167 2.90750
H 3.61166 -0.79899 1.54892
H 4.98104 3.24896 0.88276
H 4.50910 2.73219 2.50686
H 6.01760 2.10866 1.78197
*
```

Calculated values
LUMO energy (alpha / beta) ... -8.5 / -8.5 eV
HOMO-LUMO gap (alpha / beta) ... 4.85 / 4.82 eV

---

3.
C19H21CoN7O3S4 as an isolated structure. Source: the OMol25 dataset; level of theory: wB97M-V/def2-TZVPD.

Geometry as ORCA input:
```
! RIJCOSX wB97M-V def2-TZVPD def2/J DEFGRID3
* xyz 0 4
Co -0.10957 -0.06062 -0.02310
O -3.03580 -1.44878 -5.96643
C -2.49423 -1.15448 -4.92939
S -0.82058 -1.56662 -4.53637
C -0.77926 -0.84249 -2.93446
C -1.91590 -0.25425 -2.50181
S -2.12205 0.56839 -0.99176
S -3.28502 -0.28944 -3.60689
S 0.71450 -0.89736 -2.06036
N 1.94105 -0.27389 0.81999
C 1.94819 0.05585 2.24524
C 3.18821 0.83981 2.70636
C 3.67520 1.94270 1.74899
C 2.64129 2.95290 1.21275
N 1.70716 3.51687 2.19312
C 2.03956 4.09061 3.34101
N 1.16624 4.07755 4.34624
N 3.22678 4.70179 3.45948
C 0.68031 0.85356 2.61888
O 0.52916 1.10557 3.82864
O -0.05988 1.24908 1.67447
H 2.27637 -1.20940 0.62791
H 2.50694 0.36199 0.27473
H 1.87704 -0.86711 2.82085
H 4.02664 0.15313 2.84065
H 2.95543 1.25161 3.68903
H 4.12464 1.48330 0.86509
H 4.49270 2.46913 2.24557
H 2.00257 2.47305 0.47452
H 3.16304 3.76091 0.69486
H 0.77037 3.13010 2.15147
H 0.56998 3.24428 4.36727
H 1.40851 4.50653 5.22121
H 3.76946 4.90014 2.63730
H 3.46273 5.19126 4.30351
N -6.49833 -5.51297 6.52155
C -5.70872 -5.12243 5.78313
C -4.71809 -4.64269 4.86238
C -4.62121 -3.28479 4.56891
C -3.66204 -2.82820 3.68795
C -2.78102 -3.71949 3.08227
C -2.88025 -5.07577 3.37188
C -3.83907 -5.53461 4.25370
N -1.79252 -3.24917 2.18417
C -0.84562 -4.00717 1.51281
C -0.13973 -3.14195 0.74366
N -0.62533 -1.86819 0.93108
C -1.61206 -1.96267 1.78323
H -5.30360 -2.58783 5.03510
H -3.60753 -1.76937 3.47666
H -2.21238 -5.78984 2.91148
H -3.91168 -6.59040 4.47428
H -0.75690 -5.07307 1.61505
H 0.64787 -3.34964 0.03695
H -2.20658 -1.12242 2.10332
*
```

Calculated values
LUMO energy (alpha / beta) ... -0.7 / -0.7 eV
Expectation value of S² ... 3.760
Energy above the lowest of the compared OMol25 structures with the same formula, charge and spin ... 5.3 kcal/mol
HOMO-LUMO gap (alpha / beta) ... 5.10 / 5.20 eV

---

no.,E_tot (Eh)
1,-905.3726
2,-2048.2497
3,-4321.2725